Record 1
91
Properties=species:S:1:pos:R:3:mulliken_spin:R:1 method="wB97M-V/def2-TZVPD" de_lowest_kcal_mol=6.2 s2=0.765 multiplicity=2 homo_lumo_gap_ev="7.7 / 6.9" homo_ev="-7.5 / -8.1"
H -0.182 -2.959 2.505 -0.0005
C 3.218 2.667 -1.872 0.0005
C -3.950 -0.473 3.324 -0.0027
C -2.927 -1.188 -1.713 0.1460
C -3.306 -6.869 -1.626 -0.0142
H -0.137 -0.534 3.931 0.0000
C -1.206 -0.507 3.759 0.0020
H 0.651 -2.954 -4.501 -0.0011
H 4.151 2.871 -1.363 -0.0001
H -3.085 -0.730 -2.690 -0.0096
C -3.255 -3.338 -0.490 0.1070
N -0.235 1.108 0.690 -0.0164
C 0.785 -2.573 2.202 0.0097
C 0.879 -1.360 1.522 0.0140
C -1.519 3.125 -0.756 0.0088
H 4.018 3.019 -3.831 0.0000
H 2.066 2.264 1.800 -0.0004
H 1.414 -1.398 -4.851 -0.0007
H -2.974 -5.334 -3.781 -0.0025
C -1.622 5.533 -0.680 -0.0003
H 1.464 1.103 2.958 0.0003
C 3.170 -2.832 2.098 0.0043
H 3.689 -0.510 -3.338 0.0000
C 3.268 -1.635 1.404 -0.0021
H 3.288 -4.224 -2.033 -0.0001
P -0.641 1.545 -0.925 0.0204
H 4.232 -1.274 1.073 -0.0002
C -3.450 -0.455 4.617 0.0018
C 1.271 3.151 3.585 0.0000
C 2.293 -3.842 -1.793 0.0008
O 0.767 -1.420 -1.767 0.0719
N -3.371 -8.017 -1.606 0.0299
H 1.889 2.499 -4.976 -0.0001
C -3.054 -4.770 -2.862 -0.0497
C -1.696 -0.519 2.453 0.0102
H -5.018 -0.468 3.149 -0.0001
C 2.127 -0.906 1.111 -0.0098
H 2.165 2.237 -0.063 0.0017
H 0.619 2.873 4.415 0.0000
H -0.864 1.845 2.542 0.0001
H -3.463 -5.238 0.475 -0.0029
H -1.691 -0.460 5.844 -0.0002
H 1.562 -4.572 -2.146 -0.0002
C -3.085 -2.640 -1.698 -0.0574
H 4.679 4.610 3.266 0.0000
C 2.096 2.311 -1.138 -0.0025
C -2.983 -3.392 -2.880 0.0901
H -2.842 -2.877 -3.822 -0.0019
C 1.926 -3.303 2.492 -0.0017
H -0.088 1.847 -3.677 -0.0012
C -0.091 2.066 1.799 0.0045
C 3.668 4.353 2.955 0.0000
C 0.833 2.095 -3.161 -0.0033
C -2.893 3.072 -0.529 0.0063
H -3.320 -2.786 0.439 0.0157
C 0.893 2.028 -1.772 0.0049
C -3.330 -4.714 -0.462 -0.0487
H -4.690 4.185 -0.190 0.0000
C -3.624 4.238 -0.365 -0.0011
H 0.887 4.097 3.192 0.0001
H 4.061 -3.405 2.320 0.0003
H 3.127 5.274 2.742 0.0000
H 3.738 3.754 2.047 0.0000
C 1.257 2.076 2.506 0.0018
C 3.144 2.747 -3.254 0.0003
C 1.949 2.457 -3.897 -0.0020
H 3.503 -0.413 -1.593 0.0001
C 1.565 -2.369 -4.375 0.0001
H -3.474 -0.654 -0.939 -0.0161
H -3.464 -0.524 1.237 0.0036
C -2.079 -0.471 4.834 0.0000
Cu -0.995 -1.081 -1.409 0.6070
H 1.841 -4.245 3.018 -0.0001
C -2.988 5.469 -0.440 0.0016
H 0.174 4.418 -1.034 0.0006
H -3.558 6.381 -0.320 0.0002
H -4.128 -0.434 5.459 0.0001
Si 1.973 -2.146 -2.548 -0.0003
H 2.209 -3.785 -0.706 -0.0002
H 4.429 -1.735 -2.308 0.0000
C -3.075 -0.509 2.248 0.0066
H -3.393 2.111 -0.482 0.0012
H 2.202 0.001 0.527 0.0082
H -0.324 3.064 1.421 -0.0008
S 2.899 3.449 4.308 0.0001
C 3.545 -1.105 -2.434 -0.0003
P -0.638 -0.531 0.978 -0.0101
C -0.890 4.366 -0.838 0.0008
H 2.365 -2.885 -4.909 -0.0001
H -1.126 6.493 -0.746 -0.0001
C -3.229 -5.440 -1.651 0.0777

Record 2
42
Properties=species:S:1:pos:R:3:lowdin_charge:R:1 method="wB97M-V/def2-TZVPD" de_lowest_kcal_mol=18.6 charge=-1 homo_lumo_gap_ev=6.9 homo_ev=-4.7
C 2.870 -3.849 0.466 -0.2011
O -1.812 0.017 -1.224 -0.4908
O -4.703 2.885 1.304 -0.3200
C -3.464 2.877 -0.973 -0.2863
H 2.357 -1.947 -1.346 0.0930
C 2.786 -1.596 -0.405 -0.3087
P 1.412 -1.086 0.724 0.8251
C -3.815 4.224 -0.938 -0.0868
O -2.600 1.673 1.215 -0.8624
O -4.528 0.721 0.143 -0.2655
H 3.027 0.078 2.115 0.0880
C 0.809 -2.785 1.131 -0.3046
H -3.824 6.106 -1.956 0.0984
H -2.051 2.799 -4.023 0.1036
Te -0.901 2.814 1.235 0.7053
C -3.544 5.061 -2.006 -0.0830
H 0.071 -2.715 1.934 0.0929
C 4.263 -2.182 1.414 -0.2028
H 3.273 -3.968 3.057 0.1220
S -2.344 0.629 -2.453 0.4194
Au -0.061 0.535 0.168 0.3185
C -2.558 3.209 -3.161 -0.0660
O -3.571 0.020 -2.904 -0.3099
C -2.818 2.349 -2.098 -0.2182
N 3.328 -1.964 2.516 -0.1566
H 2.359 -4.174 -0.442 0.1260
H 4.981 -2.943 1.728 0.1218
H 4.804 -1.254 1.218 0.1237
N 1.887 -3.693 1.535 -0.1560
H 3.397 -0.720 -0.638 0.0889
H -2.691 5.182 -3.973 0.0990
H 3.575 -4.629 0.767 0.1222
C 2.572 -3.197 2.727 -0.2012
H 1.837 -3.034 3.517 0.1253
H 0.290 -3.189 0.259 0.0951
H -4.303 4.602 -0.052 0.1023
N 3.637 -2.640 0.175 -0.1573
C 2.436 -0.833 2.239 -0.3156
C -2.914 4.547 -3.124 -0.0783
O -1.305 0.764 -3.458 -0.3594
S -3.936 1.970 0.498 0.4695
H 1.772 -0.664 3.090 0.0907

Record 3
163
Properties=species:S:1:pos:R:3:lowdin_charge:R:1 method="wB97M-V/def2-TZVPD" de_lowest_kcal_mol=171.2 charge=+3 homo_lumo_gap_ev=4.2 homo_ev=-8.6
H 5.540 7.332 -1.616 0.1281
H -4.670 5.030 5.194 0.1013
C 6.910 2.777 -2.858 -0.1753
H 5.392 3.205 -4.148 0.1293
H 0.696 -6.564 6.321 0.0968
H -6.822 4.255 7.124 0.1186
H 0.967 2.235 0.276 0.0395
H -4.311 4.275 -4.981 0.0752
H -0.697 0.399 0.155 0.0634
H -6.135 2.403 5.038 0.1042
H -6.923 -1.753 -2.406 0.1271
C 5.778 8.264 0.980 -0.0649
C 1.216 1.285 -0.197 -0.1677
H 6.310 8.505 1.901 0.0795
H -2.984 4.229 8.731 0.1003
H -0.017 -4.962 -7.401 0.1140
C -5.559 4.428 5.381 -0.1566
C -4.890 3.037 10.471 -0.1629
H -5.960 5.690 7.159 0.1337
C 0.881 -5.254 -6.857 0.0299
C 3.780 -5.362 -9.399 -0.1499
C 3.497 -6.235 -5.669 -0.2387
F 2.150 2.845 7.821 0.1651
H 6.655 4.294 -4.514 0.1169
H -5.270 2.226 -3.582 0.1050
H 2.511 -4.924 6.390 0.1317
H 1.681 -5.840 -9.289 0.1478
C 3.787 -3.897 -9.963 -0.1495
C -8.425 -2.053 -4.162 -0.1560
H -5.868 -1.478 -6.543 0.1041
H -5.685 4.077 -6.045 0.0819
H 4.085 -6.869 -6.333 0.1171
H -6.198 4.520 9.357 0.1240
H 7.592 2.128 -3.408 0.1143
H -4.836 -0.582 -5.468 0.0928
H 3.137 -1.894 -9.161 0.1167
C -6.537 -0.335 -3.726 -0.1174
H -5.402 2.767 12.582 0.0796
H -7.040 0.364 -3.057 0.1367
H 7.745 4.720 -0.045 0.1224
H 2.071 -2.784 -6.975 0.1328
H -8.670 -3.115 -4.163 0.1109
H 5.361 -2.415 4.118 0.0852
H 4.695 -3.688 -10.529 0.1154
C 5.768 6.520 -0.926 -0.1409
C -1.089 -5.317 4.550 -0.1481
H 2.534 -6.712 -5.484 0.1088
H 1.855 -6.329 2.874 0.1059
C -0.026 0.553 -0.690 -0.5956
H 2.028 -2.996 4.249 0.1307
H 4.707 -5.481 -8.837 0.1174
H -5.175 1.667 7.570 0.1356
N -4.815 3.825 7.827 -0.2333
H 8.471 6.419 -1.551 0.1024
C 5.622 4.963 -2.912 -0.0885
H 3.143 -4.194 -5.482 0.1412
H 6.012 -4.056 3.897 0.0823
C -5.604 3.640 9.105 -0.1306
C 7.771 3.218 -1.614 -0.1283
H -4.930 2.924 3.881 0.1103
H -1.775 -5.626 6.488 0.1153
H 3.913 -3.768 5.484 0.1093
H 1.305 -3.307 -8.486 0.1250
H 1.034 -7.043 4.247 0.0934
H 6.200 3.895 -0.276 0.1411
C -0.943 -5.081 6.042 -0.1915
H 5.850 9.135 0.328 0.0770
C -5.759 3.347 11.730 -0.0937
H -3.878 3.439 10.525 0.0942
N -6.714 0.178 -5.182 -0.2054
F 1.359 1.232 9.045 0.0256
C 0.418 -5.559 6.637 -0.1191
H 0.825 -4.903 -5.827 0.1127
H 4.244 -2.694 -8.167 0.1028
H -8.113 0.067 -6.856 0.1338
H 4.767 7.977 1.269 0.0798
C -5.826 4.639 6.905 -0.0785
C 3.342 -4.907 -6.283 -0.1378
H -0.072 -3.513 3.820 0.1343
C 3.951 -4.060 4.435 -0.2276
C 0.117 -4.584 3.753 -0.0666
H -5.658 4.609 -4.252 0.0809
F 3.360 1.055 7.873 0.0866
H -3.952 5.672 8.432 0.1117
H 4.507 -7.218 -3.985 0.0807
H 2.497 -6.689 -8.168 0.1236
H 0.551 -5.663 7.714 0.1237
H -6.357 2.894 8.850 0.1169
C -4.039 2.464 5.898 -0.1530
C 2.216 -3.358 -7.890 -0.0788
H 2.800 -6.754 4.224 0.1043
H 7.356 7.264 -2.716 0.1131
N 2.264 -4.849 -7.406 -0.2254
H 4.980 -3.271 2.688 0.0761
H 6.330 6.229 1.089 0.1059
H -6.376 4.730 4.726 0.1159
H -6.326 -2.436 -3.945 0.1120
C 2.543 -5.705 -8.635 -0.1249
C 6.474 7.004 0.335 -0.2275
H -0.414 1.253 -1.429 0.0492
C 6.159 3.815 -3.671 -0.1872
H -3.133 2.955 5.541 0.1189
C -5.337 3.911 -5.025 -0.0957
C -5.201 2.955 4.936 -0.1496
H 7.888 2.333 -0.988 0.1195
N 6.583 5.503 -1.758 -0.2178
O 0.180 -0.666 -1.331 -0.4684
H -4.867 1.953 10.363 0.0988
H -4.409 1.987 -5.031 0.1019
C -8.563 -1.551 -5.650 -0.1592
H 5.319 5.798 -3.544 0.1392
H 4.275 -4.509 -6.682 0.1332
H 1.576 0.710 0.656 0.0460
H 0.061 -4.804 2.687 0.1320
F 1.375 0.954 6.765 0.1045
H 7.555 7.138 0.294 0.1065
C -3.588 4.747 7.985 0.0549
H 6.210 1.984 -2.594 0.1124
H 1.281 -3.668 6.022 0.1369
H -5.328 0.295 -6.849 0.1069
B 2.050 1.524 7.817 -1.3819
C 2.523 -3.906 3.909 -0.1144
H 8.201 5.734 -3.152 0.1035
C 1.823 -6.347 3.963 0.0230
H 4.834 6.017 -0.677 0.1341
H -9.121 -1.630 -3.438 0.1092
H -7.086 2.088 -6.156 0.1280
C -4.384 2.398 7.403 -0.0713
H 0.993 -6.330 -6.722 0.0909
C 4.370 -6.210 -4.377 -0.0687
H 5.394 -5.858 -4.498 0.0820
H -5.488 -0.412 -3.441 0.1338
H 2.422 -3.866 2.825 0.1374
C 3.391 -2.896 -8.815 -0.1357
H 3.907 -5.979 -10.289 0.1285
N 1.463 -4.918 4.384 -0.2382
C -5.335 2.421 -4.652 -0.1924
C -6.658 1.716 -5.225 -0.1220
H -9.599 -1.680 -5.963 0.1224
H 3.154 -3.773 -10.842 0.1088
H -7.463 2.009 -4.551 0.1214
H 4.175 -5.125 4.487 0.0991
H -8.942 0.522 -5.323 0.1412
C 7.046 4.348 -0.794 -0.0674
H -3.508 2.090 7.975 0.1422
H -3.113 4.920 7.020 0.1068
H 3.874 -5.602 -3.620 0.0789
H -8.115 -2.381 -6.197 0.1112
H -6.802 3.048 11.625 0.0741
C -7.038 -1.747 -3.489 -0.1569
C -8.155 -0.081 -5.777 -0.0901
C -5.672 -0.477 -6.160 0.0577
H -5.801 4.408 11.976 0.0762
H 8.739 3.548 -1.992 0.1075
C 7.738 6.310 -2.351 0.0348
H 4.737 4.704 -2.331 0.1291
H -1.150 -6.398 4.423 0.1065
H -2.019 -4.858 4.214 0.1164
H 2.057 1.546 -0.839 0.0397
C 5.138 -3.419 3.757 -0.0795
H -1.152 -4.019 6.164 0.1185
C 1.543 -4.722 5.931 -0.0757
H -3.822 1.420 5.676 0.1113

Record 4
10
Properties=species:S:1:pos:R:3:lowdin_charge:R:1 method="wB97M-V/def2-TZVPD" de_lowest_kcal_mol=73.6 homo_lumo_gap_ev="8.1 / 6.2" homo_ev="-8.9 / -8.1"
C 0.023 0.360 1.257 -0.8340
S 0.016 2.091 1.011 0.5388
H -0.902 -0.196 1.381 0.0208
H 0.650 -2.437 -0.008 0.0226
H -0.609 1.602 -1.116 -0.0070
H -0.639 0.087 -2.300 -0.0408
H 0.632 0.239 2.232 0.0440
C -0.434 0.439 -1.369 -0.1984
P 0.861 -0.341 -0.416 0.7610
O 0.403 -1.844 -0.672 -0.3070

Record 5
21
Properties=species:S:1:pos:R:3:mulliken_spin:R:1 method="wB97M-V/def2-TZVPD" de_lowest_kcal_mol=0.0 charge=-1 s2=2.003 multiplicity=3 homo_lumo_gap_ev="5.8 / 5.8" homo_ev="-2.5 / -2.5"
H 2.162 -2.134 0.883 0.0006
C -0.038 -2.528 0.757 0.0053
H 1.936 1.351 0.917 -0.0004
C 0.773 2.483 -1.100 0.0053
H -2.060 2.373 0.870 0.0001
C -0.031 2.004 -0.029 -0.0028
C -0.350 -1.241 -1.164 -0.0030
H 0.211 2.925 -1.896 0.0001
C -1.464 1.800 0.129 -0.0105
H -2.117 -2.309 -0.218 0.0001
H 1.805 -0.626 -1.326 -0.0003
H 1.851 2.296 -1.152 -0.0002
C 1.211 -1.971 0.394 0.0001
H -1.976 1.381 -0.777 0.0008
F -1.283 0.176 3.074 0.0014
H -0.793 -0.789 -2.062 -0.0002
H -0.263 -3.160 1.639 -0.0003
C 1.029 -1.197 -0.806 -0.0025
Tm -0.441 -0.100 1.342 2.0151
C -1.038 -2.073 -0.223 -0.0036
N 0.876 1.340 0.748 -0.0051

Record 6
21
Properties=species:S:1:pos:R:3:lowdin_charge:R:1 method="wB97M-V/def2-TZVPD" de_lowest_kcal_mol=26.1 homo_lumo_gap_ev=9.5 homo_ev=-9.2
H -0.852 -2.569 3.006 0.0617
N 1.969 0.020 1.040 0.1311
H -2.218 0.586 -3.351 0.1096
C -1.525 0.157 -0.083 -0.0575
C -0.527 -1.998 2.128 0.0379
C 0.078 -0.793 2.263 -0.1200
H -0.838 -2.459 1.211 0.0618
H 3.831 1.474 0.043 -0.3721
C 0.704 -0.108 1.107 -0.3471
H -3.310 0.360 -1.098 0.0963
C -1.557 0.463 -2.472 -0.0742
C 0.501 0.376 -1.335 -0.0138
H 0.306 0.601 -3.419 0.0665
H 0.209 -0.376 3.239 0.0957
H -2.139 0.112 0.783 0.1029
Cl 4.139 2.630 -0.079 0.3336
C -0.146 0.128 -0.114 -0.1730
H 1.530 0.576 -1.158 0.0824
C -2.250 0.342 -1.251 -0.0717
C -0.174 0.553 -2.538 -0.0520
H 2.269 -0.076 2.077 0.1018

Record 7
37
Properties=species:S:1:pos:R:3:lowdin_charge:R:1 method="wB97M-V/def2-TZVPD" smiles=c1coc(CC[Si]23OCCN(CCO2)CCO3)c1 homo_lumo_gap_ev=9.0 homo_ev=-8.0
H -3.046 -0.492 -0.604 0.1014
C 0.447 1.238 -1.680 -0.2941
H -1.476 1.094 2.506 0.1170
H -2.090 2.907 0.965 0.1096
H -0.020 0.761 -2.580 0.1290
C -2.487 1.294 -1.778 -0.1658
H -3.492 1.732 -1.817 0.1114
C 3.948 -0.665 1.020 -0.0907
H -0.088 1.268 1.539 0.1310
H 4.744 -0.253 0.409 0.1108
Si -0.412 -0.839 -0.265 0.4698
C -1.174 0.947 1.465 -0.2847
O -1.437 -0.905 -1.633 -0.1756
O 2.498 -1.077 2.672 0.0629
C 3.060 -1.588 0.535 -0.0649
C 2.190 -1.839 1.560 -0.2456
H 3.948 0.521 2.889 0.1465
O 0.662 0.376 -0.642 -0.1405
H 0.134 2.962 -0.409 0.1303
C 0.992 -2.798 1.413 -0.1443
O -1.321 -0.366 1.107 -0.1352
H -3.400 -0.661 -2.339 0.1254
H 2.971 -1.960 -0.473 0.1229
H 1.281 -3.826 1.566 0.1090
H 0.834 -3.024 -0.719 0.0646
H 1.495 1.459 -1.902 0.1300
H -3.089 1.472 0.640 0.1394
H -0.646 -3.132 0.011 0.1031
H -0.362 3.160 -2.103 0.1180
N -1.692 2.040 -0.790 -0.1585
C -0.301 2.446 -1.281 -0.1186
H 0.317 -2.593 2.191 0.0900
C 0.313 -2.539 0.058 -0.1820
H -2.047 1.527 -2.766 0.1215
C -2.678 -0.248 -1.610 -0.2241
C 3.470 -0.286 2.232 -0.1629
C -2.047 1.889 0.613 -0.1562

Record 8
39
Properties=species:S:1:pos:R:3:lowdin_charge:R:1 method="wB97M-V/def2-TZVPD" de_lowest_kcal_mol=24.1 charge=+1 homo_lumo_gap_ev=7.2 homo_ev=-9.4
C 0.302 3.606 -0.142 0.0053
C -1.574 3.785 0.936 -0.0309
C -0.664 1.528 1.014 0.0120
H 0.361 1.145 0.957 0.0585
H -3.758 7.370 -0.164 0.0843
H -3.466 5.970 -1.007 0.0852
H 0.819 -7.917 0.391 0.1102
H 1.015 -2.583 1.197 0.1251
N -1.390 4.999 0.371 -0.0380
C 0.001 -1.890 -0.649 -0.0780
H -1.515 6.875 1.182 0.1343
Cl 2.791 0.822 -0.796 -0.6238
C -2.914 6.747 -0.472 -0.0619
H 1.536 -3.762 -2.436 0.1478
C 1.140 -2.523 0.122 -0.1474
H -0.779 -2.623 -0.866 0.0838
H -2.849 5.924 1.569 0.1274
C 1.740 -5.770 -1.472 -0.0120
N 1.359 -3.922 -0.339 -0.0337
H 1.394 -4.895 1.584 0.1676
H -2.287 7.337 -1.133 0.0820
C 1.800 -7.428 0.380 0.0144
N 1.593 -6.107 -0.150 -0.0947
C -0.161 4.882 -0.240 -0.0012
H -1.190 0.943 0.263 0.0919
H 2.032 -1.969 -0.166 0.0768
H 2.065 -7.478 1.434 0.1059
C -2.200 6.155 0.727 -0.1741
N -0.592 2.937 0.642 -0.0789
H -2.293 3.609 1.722 0.1644
C 1.367 -4.965 0.509 -0.0056
H 2.526 -7.917 -0.261 0.1076
C 1.595 -4.433 -1.596 0.0120
H -0.440 -1.092 -0.055 0.0466
H 1.232 3.212 -0.521 0.0756
H 1.911 -6.484 -2.260 0.1420
H -1.084 1.580 2.014 0.1022
H 0.279 5.751 -0.704 0.1408
H 0.299 -1.420 -1.585 0.0765

no.,maximum force (eV/Å)
1,0.6
2,0.5
3,3.7
4,4.8
5,6.9
6,4.3
7,4.4
8,3.4